{
  "formula": "C39H97O21P",
  "method": "ωB97M-V with the def2-TZVPD basis set",
  "charge": 0,
  "homo_energy_ev": -9.18,
  "spin_multiplicity": 1,
  "smiles": "COP(=O)(OC)OC.C1CCOC1.COCCOC.COCCOC.COCCOC.COCCOC.COCCOC.COCCOC.COCCOC.COCCOC",
  "species": ["C", "O", "P", "O", "O", "C", "O", "C", "H", "H", "H", "H", "H", "H", "H", "H", "H", "C", "C", "C", "O", "C", "H", "H", "H", "H", "H", "H", "H", "H", "C", "O", "C", "C", "O", "C", "H", "H", "H", "H", "H", "H", "H", "H", "H", "H", "C", "O", "C", "C", "O", "C", "H", "H", "H", "H", "H", "H", "H", "H", "H", "H", "C", "O", "C", "C", "O", "C", "H", "H", "H", "H", "H", "H", "H", "H", "H", "H", "C", "O", "C", "C", "O", "C", "H", "H", "H", "H", "H", "H", "H", "H", "H", "H", "C", "O", "C", "C", "O", "C", "H", "H", "H", "H", "H", "H", "H", "H", "H", "H", "C", "O", "C", "C", "O", "C", "H", "H", "H", "H", "H", "H", "H", "H", "H", "H", "C", "O", "C", "C", "O", "C", "H", "H", "H", "H", "H", "H", "H", "H", "H", "H", "C", "O", "C", "C", "O", "C", "H", "H", "H", "H", "H", "H", "H", "H", "H", "H"],
  "positions_angstrom": [[2.500, -1.380, 4.645], [3.248, -0.568, 5.478], [4.215, 0.601, 4.944], [5.235, 0.266, 3.941], [3.098, 1.625, 4.407], [3.457, 2.518, 3.340], [4.750, 1.297, 6.311], [5.895, 2.116, 6.220], [1.437, -1.238, 4.842], [2.688, -2.444, 4.787], [2.655, -1.125, 3.596], [2.918, 2.298, 2.419], [4.534, 2.548, 3.172], [3.018, 3.487, 3.576], [5.628, 3.131, 6.512], [6.367, 2.265, 5.249], [6.730, 1.649, 6.743], [-4.316, 0.378, 4.763], [-3.707, -0.188, 3.512], [-2.489, -0.940, 4.036], [-2.795, -1.249, 5.371], [-3.991, -0.675, 5.833], [-5.389, 0.498, 4.610], [-3.813, 1.317, 4.992], [-3.390, 0.538, 2.763], [-4.387, -0.912, 3.062], [-1.622, -0.280, 4.003], [-2.207, -1.938, 3.698], [-3.916, -0.254, 6.836], [-4.739, -1.465, 5.892], [1.285, -4.880, 1.673], [0.664, -6.151, 1.357], [1.636, -7.191, 1.157], [1.007, -8.603, 0.990], [1.848, -9.617, 1.584], [1.369, -10.925, 1.484], [0.472, -4.185, 1.881], [1.963, -4.363, 0.994], [1.889, -4.970, 2.576], [2.283, -7.289, 2.029], [2.304, -6.975, 0.324], [0.852, -8.905, -0.046], [0.026, -8.526, 1.460], [0.416, -11.002, 2.007], [2.089, -11.622, 1.914], [1.295, -11.240, 0.443], [-2.978, 2.721, 1.042], [-2.068, 3.585, 1.725], [-1.585, 3.162, 2.990], [-1.082, 4.292, 3.924], [0.226, 4.830, 3.578], [0.613, 5.928, 4.449], [-3.884, 2.664, 1.646], [-2.543, 1.728, 0.930], [-3.113, 3.028, 0.005], [-0.822, 2.402, 2.823], [-2.359, 2.599, 3.512], [-1.155, 3.896, 4.936], [-1.769, 5.134, 3.840], [0.025, 6.813, 4.207], [1.598, 6.351, 4.254], [0.536, 5.661, 5.503], [-2.828, 0.131, -1.675], [-1.705, -0.230, -0.836], [-2.027, -1.134, 0.209], [-0.694, -1.681, 0.781], [0.049, -0.857, 1.631], [0.705, 0.292, 1.020], [-3.145, -0.729, -2.264], [-2.555, 0.847, -2.451], [-3.639, 0.552, -1.080], [-2.563, -1.979, -0.225], [-2.640, -0.683, 0.989], [-0.098, -2.157, 0.002], [-0.953, -2.449, 1.510], [-0.003, 1.115, 0.921], [1.237, 0.132, 0.083], [1.478, 0.592, 1.727], [-4.925, 3.128, -2.606], [-5.499, 2.744, -1.375], [-6.188, 3.746, -0.658], [-7.551, 4.020, -1.244], [-7.317, 4.841, -2.333], [-8.513, 5.449, -2.963], [-4.379, 4.034, -2.344], [-5.696, 3.323, -3.351], [-4.297, 2.301, -2.937], [-5.542, 4.605, -0.478], [-6.482, 3.308, 0.296], [-8.283, 4.371, -0.517], [-7.964, 3.058, -1.548], [-8.215, 5.736, -3.971], [-8.705, 6.400, -2.467], [-9.400, 4.838, -3.132], [-3.398, -4.623, -3.290], [-2.851, -3.371, -2.870], [-1.426, -3.239, -3.117], [-1.001, -3.440, -4.556], [-1.257, -4.741, -5.087], [-0.804, -4.912, -6.430], [-2.766, -5.405, -2.867], [-3.514, -4.679, -4.372], [-4.433, -4.766, -2.980], [-0.943, -3.876, -2.376], [-1.072, -2.250, -2.824], [0.021, -3.070, -4.641], [-1.649, -2.811, -5.166], [0.284, -4.916, -6.375], [-1.100, -4.089, -7.081], [-1.098, -5.837, -6.927], [1.754, -2.271, -7.590], [2.048, -2.759, -6.329], [2.822, -1.795, -5.566], [2.236, -0.467, -5.247], [1.015, -0.568, -4.525], [0.637, 0.622, -3.832], [2.636, -1.943, -8.140], [1.012, -1.475, -7.648], [1.382, -3.171, -8.080], [3.839, -1.675, -5.939], [2.873, -2.273, -4.587], [2.074, 0.106, -6.160], [2.965, 0.048, -4.622], [1.374, 0.952, -3.099], [-0.177, 0.346, -3.162], [0.240, 1.387, -4.498], [-1.577, 4.087, -2.638], [-0.251, 3.741, -2.892], [0.389, 3.415, -1.661], [0.915, 4.601, -0.818], [2.103, 4.199, -0.125], [2.669, 5.161, 0.721], [-2.081, 3.168, -2.335], [-2.118, 4.423, -3.522], [-1.631, 4.807, -1.821], [1.258, 2.791, -1.867], [-0.303, 2.872, -1.017], [0.105, 4.820, -0.122], [1.068, 5.525, -1.374], [2.029, 5.208, 1.602], [2.770, 6.132, 0.235], [3.625, 4.804, 1.104], [7.631, 1.501, -1.974], [7.046, 0.722, -1.010], [5.669, 0.962, -0.781], [5.149, 0.274, 0.465], [5.328, -1.115, 0.336], [5.106, -1.865, 1.520], [7.610, 2.558, -1.708], [7.155, 1.498, -2.955], [8.636, 1.190, -2.260], [5.134, 0.567, -1.645], [5.476, 2.033, -0.727], [4.158, 0.577, 0.805], [5.799, 0.579, 1.285], [4.283, -1.444, 2.099], [5.960, -1.804, 2.194], [4.859, -2.921, 1.411]]
}

---

{
  "formula": "C12H38N2O6",
  "method": "ωB97M-V with the def2-TZVPD basis set",
  "charge": 0,
  "e_above_lowest_kcal_mol": 380.4,
  "homo_energy_ev": -8.25,
  "spin_multiplicity": 1,
  "species": ["C", "C", "C", "O", "C", "N", "H", "H", "H", "H", "H", "H", "H", "H", "H", "H", "H", "C", "C", "C", "O", "C", "N", "H", "H", "H", "H", "H", "H", "H", "H", "H", "H", "H", "C", "O", "H", "H", "H", "H", "C", "O", "H", "H", "H", "H", "C", "O", "H", "H", "H", "H", "C", "O", "H", "H", "H", "H"],
  "positions_angstrom": [[-1.370, -2.873, 3.316], [-2.119, -3.778, 2.277], [-2.430, -3.031, 0.967], [-3.186, -1.884, 1.297], [-3.499, -1.036, 0.270], [-1.312, -5.002, 2.114], [-0.469, -2.396, 2.929], [-1.193, -3.270, 4.315], [-1.977, -1.986, 3.500], [-3.070, -4.052, 2.734], [-2.993, -3.598, 0.226], [-1.493, -2.721, 0.504], [-4.180, -0.315, 0.722], [-4.060, -1.575, -0.493], [-2.599, -0.507, -0.044], [-1.022, -5.321, 3.027], [-0.371, -4.796, 1.812], [0.602, 4.306, -0.882], [1.310, 3.001, -0.568], [2.494, 3.194, 0.406], [3.363, 2.099, 0.342], [4.482, 2.157, 1.238], [0.397, 2.074, -0.069], [1.211, 5.204, -0.980], [-0.104, 4.658, -0.130], [0.157, 4.174, -1.869], [1.690, 2.530, -1.475], [2.114, 3.339, 1.417], [2.981, 4.126, 0.119], [4.655, 1.085, 1.335], [4.308, 2.601, 2.218], [5.316, 2.590, 0.686], [0.870, 1.265, 0.306], [-0.027, 2.552, 0.713], [-0.749, 0.640, -0.204], [-0.449, 1.247, -1.458], [-0.875, 1.508, 0.443], [-1.625, -0.006, -0.263], [0.163, 0.068, -0.036], [0.233, 1.909, -1.324], [1.037, -2.142, 0.099], [2.186, -1.789, 0.749], [0.924, -1.402, -0.694], [1.261, -3.145, -0.265], [0.103, -2.122, 0.661], [2.836, -1.969, 0.065], [1.853, 1.272, -2.668], [0.905, 0.190, -2.845], [2.850, 0.910, -2.414], [1.934, 1.843, -3.593], [1.454, 1.908, -1.879], [0.189, 0.427, -2.251], [-2.117, -0.654, -2.559], [-2.784, 0.376, -1.935], [-1.265, -1.012, -1.981], [-2.838, -1.440, -2.782], [-1.671, -0.323, -3.498], [-2.027, 0.890, -1.646]]
}

---

{
  "formula": "C5H3Br3",
  "method": "ωB97M-V with the def2-TZVPD basis set",
  "charge": 0,
  "e_above_lowest_kcal_mol": 0.0,
  "homo_energy_ev": -9.52,
  "spin_multiplicity": 1,
  "smiles": "BrC1=C(Br)C1Br.C#C",
  "species": ["Br", "C", "C", "Br", "C", "Br", "H", "C", "C", "H", "H"],
  "positions_angstrom": [[-0.762, 1.208, -3.931], [-0.421, 0.530, -2.259], [0.256, -0.254, -1.452], [1.569, -1.502, -1.175], [-0.759, 0.628, -0.805], [-0.195, 2.193, 0.218], [-1.683, 0.244, -0.392], [-0.068, -0.744, 2.635], [1.064, -0.785, 2.257], [-1.061, -0.694, 2.972], [2.062, -0.825, 1.932]]
}

---

{
  "formula": "CH3BrClN",
  "method": "ωB97M-V with the def2-TZVPD basis set",
  "charge": 0,
  "e_above_lowest_kcal_mol": 123.6,
  "homo_energy_ev": [-9.65, -8.72],
  "spin_multiplicity": 1,
  "species": ["C", "N", "Cl", "Br", "H", "H", "H"],
  "positions_angstrom": [[0.524, 0.025, 1.154], [-0.217, 0.116, -1.432], [-0.492, -1.429, -2.023], [-1.685, 1.206, -1.224], [-0.391, 0.443, 1.451], [1.006, -0.898, 1.463], [1.254, 0.538, 0.611]]
}